#P
Molecular formula: C6H13N3
Method: DFT, ωB97M-V/def2-TZVPD

Orbital gap (alpha / beta)   7.35 / 7.36 eV
Charge   0
Lowest unoccupied orbital energy (alpha / beta)   0.6 / 0.6 eV

Positions of all 22 atoms, in Å:
H1 -2.009 -1.611 -0.438
H2 2.028 2.303 1.551
H3 0.929 -2.604 0.634
H4 2.091 -1.575 -0.197
N1 -1.255 2.116 -0.054
H5 1.220 -2.849 -1.086
H6 -1.514 -0.526 1.736
H7 1.332 -0.065 1.479
C1 -0.996 0.863 0.508
N2 0.109 0.131 -0.243
H8 1.031 2.707 0.146
C2 1.661 1.935 0.591
H9 -1.156 -2.560 -1.692
C3 0.045 -1.119 -0.653
H10 2.531 1.789 -0.064
C4 0.899 0.667 0.801
C5 1.131 -2.084 -0.314
H11 -1.204 2.145 -1.061
N3 -1.884 0.288 1.255
C6 -1.244 -1.575 -1.234
H12 -1.626 -0.870 -1.975
H13 -2.120 2.492 0.309

#Q
Molecular formula: C6H13N3
Method: DFT, ωB97M-V/def2-TZVPD

Orbital gap   9.94 eV
Charge   0
SMILES   [H]/N=C(/NC)N1C[C@H]1CC
Lowest unoccupied orbital energy   1.0 eV

Positions of all 22 atoms, in Å:
H1 -0.259 1.855 0.310
H2 1.769 0.757 -2.617
C1 -0.489 -1.152 2.155
H3 -2.253 1.056 -1.000
H4 -1.638 -0.224 -2.941
H5 3.049 0.328 -0.579
H6 -1.609 -1.181 2.416
H7 1.624 -0.142 0.134
C2 -0.501 0.813 0.443
H8 -0.267 -1.878 1.498
N1 -0.555 -0.131 -0.643
C3 -0.038 0.215 -1.902
C4 -0.038 0.261 1.758
N2 -0.624 0.157 -2.971
H9 1.091 0.261 2.004
N3 1.278 0.661 -1.785
H10 -2.462 -0.271 0.311
H11 -0.110 -1.217 3.175
C5 -1.876 0.362 -0.231
H12 2.225 -1.191 -1.261
H13 -0.429 0.903 2.533
C6 2.112 -0.243 -0.808

#R
Molecular formula: C6H13N3
Method: DFT, ωB97M-V/def2-TZVPD

Orbital gap   9.79 eV
Charge   0
SMILES   [H]/N=C(\C)[C@@](C)(C=C)NN
Lowest unoccupied orbital energy   1.1 eV

Positions of all 22 atoms, in Å:
H1 0.442 1.378 1.674
C1 -0.102 0.547 -1.670
H2 0.598 1.287 -2.039
H3 1.558 -0.755 1.898
C2 0.112 1.527 0.656
H4 -0.269 3.562 0.956
H5 -1.111 0.912 -1.809
H6 -1.606 -1.780 -1.294
H7 -0.051 -2.397 -0.714
C3 -0.286 2.729 0.271
H8 2.554 -1.655 0.940
H9 -1.540 -2.738 0.196
N1 -1.375 -0.445 1.473
N2 1.634 -1.229 0.995
H10 0.031 -0.362 -2.245
C4 -0.813 -0.738 0.385
H11 -0.639 2.945 -0.724
H12 2.208 0.423 -0.080
N3 1.511 -0.335 -0.105
C5 0.171 0.276 -0.187
H13 -2.016 -1.153 1.827
C6 -1.012 -1.997 -0.405

#S
Molecular formula: C6H13N3
Method: DFT, ωB97M-V/def2-TZVPD

Orbital gap   7.70 eV
Charge   0
Lowest unoccupied orbital energy   0.4 eV

Positions of all 22 atoms, in Å:
C1 -1.911 -0.571 -0.351
H1 -2.212 -0.819 1.750
H2 3.756 0.230 -1.663
H3 -1.639 -1.133 -1.242
N1 0.654 -0.367 -0.281
C2 -2.198 -1.430 0.844
H4 -2.865 1.249 0.238
H5 4.531 -0.099 -0.102
H6 0.612 -0.505 -1.281
H7 -1.454 -2.218 0.962
H8 3.449 1.742 1.089
C3 3.601 -0.208 -0.676
H9 -3.899 0.184 -0.704
C4 -2.869 0.552 -0.603
H10 0.463 1.781 1.412
N2 2.506 1.431 0.812
H11 -2.617 1.102 -1.510
N3 -0.394 1.344 1.064
C5 2.450 0.463 0.019
C6 -0.186 0.449 0.254
H12 3.409 -1.275 -0.795
H13 -3.185 -1.904 0.763

#R (0.616 eV below the next structure)

#P
Molecular formula: C5H9N2
Method: DFT, ωB97M-V/def2-TZVPD

Orbital gap (alpha / beta)   11.05 / 8.10 eV
<S²>   2.004
Charge   +1
2S+1   3
Lowest unoccupied orbital energy (alpha / beta)   -3.1 / -7.9 eV

Positions of all 16 atoms, in Å:
H1 1.606 0.769 1.635
H2 -0.628 -0.950 -1.503
H3 -0.670 1.818 -1.403
N1 -0.467 -0.226 1.381
C1 0.967 0.083 1.101
C2 -1.277 0.043 0.226
C3 0.087 1.178 -1.626
N2 0.924 -0.592 -0.201
C4 0.637 -1.329 0.993
C5 -0.290 -0.188 -0.932
H4 2.249 -3.410 1.668
H5 -0.720 -0.329 2.336
H6 0.261 1.083 -2.708
H7 -1.484 1.027 0.276
H8 0.959 1.568 -1.228
H9 -2.155 -0.544 -0.015

#Q
Molecular formula: C5H9N2
Method: DFT, ωB97M-V/def2-TZVPD

Orbital gap (alpha / beta)   7.77 / 7.95 eV
<S²>   2.016
Charge   +1
2S+1   3
Lowest unoccupied orbital energy (alpha / beta)   -3.4 / -7.2 eV

Positions of all 16 atoms, in Å:
H1 0.418 1.165 1.426
C1 0.253 -0.162 -0.034
N1 0.951 -1.306 -0.757
H2 -1.580 -0.998 1.039
H3 0.663 -1.193 -1.699
H4 -0.959 2.143 -1.752
C2 -1.845 0.711 -0.256
C3 -0.803 1.437 -0.969
H5 0.901 -2.245 -0.406
C4 1.023 0.290 1.438
H6 0.744 -0.493 2.080
H7 2.035 0.194 1.244
N2 0.342 0.885 -1.013
H8 -2.861 0.940 -0.190
H9 1.907 -1.011 -0.509
C5 -1.189 -0.358 0.359

#R
Molecular formula: C5H9N2
Method: DFT, ωB97M-V/def2-TZVPD

Orbital gap (alpha / beta)   7.48 / 8.89 eV
<S²>   2.009
Charge   +1
2S+1   3
Lowest unoccupied orbital energy (alpha / beta)   -4.4 / -7.2 eV

Positions of all 16 atoms, in Å:
C1 0.385 1.764 0.266
C2 0.510 -0.966 -0.125
H1 -0.307 2.167 -0.461
C3 2.245 -0.288 0.606
N1 1.033 0.456 0.008
H2 -1.701 -2.670 1.039
H3 -1.897 -2.314 -0.923
C4 -1.984 -2.053 0.143
C5 0.920 -0.255 -1.292
N2 1.749 -1.447 0.578
H4 3.256 0.162 0.792
H5 -0.163 1.681 1.157
H6 -2.341 -1.037 0.331
H7 1.159 2.483 0.479
H8 1.732 -0.751 -1.746
H9 0.309 0.340 -2.033

#Q (3.863 eV below the next structure)

#P
Molecular formula: C6H7N
Method: DFT, ωB97M-V/def2-TZVPD

Orbital gap   9.21 eV
Charge   0
Lowest unoccupied orbital energy   0.6 eV

Positions of all 14 atoms, in Å:
H1 0.860 0.377 1.870
C1 -0.198 -1.556 -0.316
C2 0.903 -1.204 0.349
H2 -1.239 -0.331 -1.771
H3 1.879 0.850 0.465
H4 -0.125 0.806 1.206
C3 -0.361 2.114 -0.626
C4 -0.292 0.796 -0.070
H5 1.660 -1.859 0.754
C5 0.984 0.261 0.610
C6 -1.078 -0.386 -0.680
H6 -0.465 -2.583 -0.558
N1 -0.452 3.211 -0.999
H7 -2.076 -0.495 -0.236

#Q
Molecular formula: C6H7N
Method: DFT, ωB97M-V/def2-TZVPD

Orbital gap   9.98 eV
Charge   0
Lowest unoccupied orbital energy   0.9 eV

Positions of all 14 atoms, in Å:
H1 1.850 1.315 1.046
C1 -0.122 0.743 0.097
H2 0.802 0.063 -2.568
H3 -0.787 1.504 -0.174
C2 -0.443 -0.050 1.243
N1 0.194 0.597 2.197
H4 0.774 2.440 1.276
C3 -0.797 -1.302 0.472
H5 -0.278 -1.524 -2.671
H6 -0.016 -2.195 0.510
C4 0.838 1.438 1.150
C5 0.104 -0.712 -2.090
H7 -1.824 -1.729 0.366
C6 -0.295 -0.587 -0.854

#P (1.617 eV below the next structure)

#P
Molecular formula: C6H7N
Method: DFT, ωB97M-V/def2-TZVPD

Orbital gap   10.72 eV
Charge   0
SMILES   C[C@@]1(C#N)C=CC1
Lowest unoccupied orbital energy   0.8 eV

Positions of all 14 atoms, in Å:
H1 -1.516 1.360 1.441
H2 2.341 -0.225 -1.721
H3 -1.120 -0.214 1.891
H4 1.276 -0.937 1.045
C1 1.422 -0.167 -1.189
C2 -1.565 -0.433 -0.539
C3 -0.407 0.098 -0.061
H5 0.223 1.250 1.860
N1 -2.279 -1.057 -1.200
H6 0.781 -1.968 -0.239
C4 0.865 -0.920 0.035
H7 0.207 1.742 -1.650
C5 0.449 0.768 -1.134
C6 -0.678 0.704 1.459

#Q
Molecular formula: C6H7N
Method: DFT, ωB97M-V/def2-TZVPD

Orbital gap   8.89 eV
Charge   0
SMILES   C=C/C=C\C=C=N
Lowest unoccupied orbital energy   0.8 eV

Positions of all 14 atoms, in Å:
C1 0.846 0.824 -0.150
C2 2.371 -1.008 0.275
C3 -2.004 -0.379 -0.014
H1 1.739 1.356 -0.421
H2 -2.253 1.520 0.862
C4 -0.384 1.382 -0.142
H3 -2.972 -1.375 -1.218
H4 0.368 -1.201 0.499
H5 3.106 -0.339 0.154
C5 1.153 -0.587 0.184
N1 -2.432 -1.473 -0.344
H6 -0.488 2.473 -0.332
C6 -1.642 0.837 0.245
H7 2.591 -2.030 0.401

#Q (0.084 eV below the next structure)

#P
Molecular formula: C5H7NS2
Method: DFT, ωB97M-V/def2-TZVPD

Orbital gap   8.48 eV
Charge   0
SMILES   C[C@@H]1[C@H]2SNC(=S)[C@@H]12
Lowest unoccupied orbital energy   0.4 eV

Positions of all 15 atoms, in Å:
N1 -1.599 -0.536 -1.598
C1 1.113 1.135 1.560
C2 0.463 -0.571 -0.380
H1 -0.451 1.427 -0.040
H2 1.608 2.135 1.074
C3 0.180 0.651 0.470
H3 -0.523 -1.267 1.605
H4 -2.128 -0.415 -2.406
C4 -0.579 -0.609 0.682
C5 -0.217 -0.627 -1.694
S1 0.560 -0.784 -3.085
H5 1.957 0.138 1.488
S2 -2.269 -0.752 -0.010
H6 0.627 1.361 2.629
H7 1.258 -1.286 -0.296

#Q
Molecular formula: C5H7NS2
Method: DFT, ωB97M-V/def2-TZVPD

Orbital gap   8.72 eV
Charge   0
SMILES   C=C1CCSC(=S)N1
Lowest unoccupied orbital energy   0.4 eV

Positions of all 15 atoms, in Å:
H1 -0.422 1.453 -1.345
C1 -1.299 -1.567 -0.380
S1 3.520 -0.596 0.045
C2 1.937 -0.048 0.004
H2 -1.884 0.739 0.764
N1 0.947 -0.970 0.146
H3 -2.340 -1.394 -0.460
H4 1.182 -1.938 0.028
C3 -0.202 1.686 -0.304
S2 1.616 1.670 -0.122
C4 -0.449 -0.695 0.143
C5 -0.803 0.668 0.674
H5 -0.882 -2.502 -0.771
H6 -0.382 0.760 1.674
H7 -0.540 2.734 -0.095

#Q (2.256 eV below the next structure)

#P
Molecular formula: C27H29FN2O3SbSe5W
Method: DFT, ωB97M-V/def2-TZVPD

Orbital gap (alpha / beta)   5.28 / 4.99 eV
<S²>   2.034
Charge   -1
2S+1   3
Lowest unoccupied orbital energy (alpha / beta)   1.1 / 0.8 eV

Positions of all 69 atoms, in Å:
H1 5.251 3.562 -0.075
H2 -2.499 -5.567 2.312
H3 -4.310 -4.986 3.839
C1 -1.208 -0.793 1.334
H4 5.834 2.056 -0.773
C2 -3.460 -5.281 1.877
C3 1.564 2.186 -2.762
C4 3.596 1.261 -1.869
H5 2.019 5.063 0.130
H6 4.152 -0.813 -2.061
C5 -2.041 -1.366 2.371
C6 -2.237 -0.667 3.569
Se1 3.965 3.195 3.307
W1 0.497 1.307 0.466
Se2 0.905 1.276 4.592
F1 -3.316 -0.568 5.640
H7 1.809 -0.686 -3.526
C7 -2.140 1.561 -0.790
H8 0.129 1.076 -3.920
C8 -3.755 -2.417 4.264
Se3 -0.090 3.482 1.381
O1 0.470 -0.013 -1.015
N1 -2.427 -3.256 0.956
O2 -0.115 -1.867 -2.056
Se4 -3.799 0.874 -0.570
C9 3.724 2.355 -1.012
H9 5.016 0.042 -0.805
C10 2.492 0.116 -3.829
H10 3.519 5.322 -0.761
H11 -4.431 -2.794 5.024
H12 -5.129 -4.936 -0.247
H13 -2.585 -5.062 -0.058
C11 4.613 0.141 -1.810
C12 2.952 4.593 -0.164
H14 0.717 2.540 -4.720
H15 -5.261 -4.290 2.537
C13 -3.204 -4.473 0.615
H16 2.138 0.513 -4.780
C14 0.427 2.111 -3.754
Sb1 1.979 2.048 2.541
C15 2.728 3.345 -0.975
C16 1.648 3.264 -1.877
Se5 2.288 -0.244 1.196
C17 -2.675 -2.588 2.144
H17 -1.707 0.263 3.767
C18 -4.240 -4.454 2.890
C19 5.005 2.515 -0.232
H18 -5.023 -3.304 0.446
H19 -0.447 2.645 -3.394
H20 3.514 4.399 0.742
H21 4.959 2.050 0.753
C20 -0.979 -1.535 0.150
H22 5.448 0.307 -2.500
H23 0.525 4.600 -3.124
C21 -3.088 -1.205 4.481
H24 -4.246 -3.655 -1.094
C22 -3.555 -3.126 3.115
H25 -3.998 -6.191 1.612
C23 -1.617 -2.745 0.044
H26 3.474 -0.321 -4.000
C24 -0.149 -1.137 -1.084
H27 1.157 5.356 -1.671
C25 0.723 4.441 -2.063
O3 -0.801 0.382 1.552
C26 2.547 1.205 -2.781
C27 -4.481 -4.068 -0.112
H28 -0.239 4.291 -1.568
H29 -1.465 -3.328 -0.858
N2 -1.066 1.996 -0.961

#Q
Molecular formula: C27H29FN2O3SbSe5W
Method: DFT, ωB97M-V/def2-TZVPD

Orbital gap (alpha / beta)   5.49 / 5.47 eV
<S²>   2.050
Charge   -1
2S+1   3
Lowest unoccupied orbital energy (alpha / beta)   1.0 / 0.5 eV

Positions of all 69 atoms, in Å:
H1 1.915 4.709 -2.986
Se1 1.730 1.316 0.514
C1 -0.374 -0.886 1.908
Se2 -1.942 7.461 0.450
C2 -2.241 0.077 -4.043
F1 -0.390 0.432 6.517
Sb1 -2.780 5.597 1.657
C3 0.115 -1.786 0.945
H2 -3.615 2.168 -3.864
H3 0.489 -1.415 -3.363
H4 2.970 -4.099 2.845
H5 0.627 -5.123 4.495
N1 1.121 -3.162 2.635
C4 -3.155 0.083 -0.721
H6 3.138 1.096 -3.916
C5 0.804 2.871 -2.812
H7 -3.169 0.286 -3.517
C6 -1.179 1.095 -3.704
C7 1.145 1.559 -3.172
H8 2.820 3.421 -2.211
H9 1.550 4.248 -1.326
C8 0.163 0.700 -3.677
H10 2.519 -0.024 -2.703
H11 1.559 -0.683 -4.566
C9 1.957 -3.650 5.342
H12 -0.119 -1.003 -4.964
C10 -0.527 3.297 -2.930
H13 -3.011 3.814 -3.998
H14 -1.192 5.259 -3.525
H15 -1.799 4.740 -1.962
H16 1.972 -5.364 0.991
H17 2.305 -5.648 4.609
H18 -3.318 3.118 -2.410
C11 -0.036 -0.426 5.545
C12 0.801 -2.888 1.361
H19 1.756 -3.936 6.375
C13 1.599 -5.525 2.000
Se3 -1.134 3.571 0.693
H20 -2.460 0.041 -5.116
N2 -2.528 1.076 -0.672
Se4 -4.034 -1.433 -0.777
H21 -0.142 5.274 -2.113
C14 -1.520 2.405 -3.354
H22 -0.987 0.661 3.961
H23 -1.933 -0.919 -3.729
C15 1.665 -4.792 4.390
Se5 -5.022 4.844 1.440
O1 0.038 -2.567 -1.278
C16 -0.926 4.715 -2.614
C17 -0.016 -1.137 3.278
H24 1.091 -3.584 0.586
H25 0.524 -5.701 1.952
C18 -0.410 -0.203 4.257
C19 0.545 -0.675 -4.167
W1 -0.516 1.364 0.145
C20 -2.944 2.894 -3.413
O2 -1.119 0.113 1.626
C21 1.129 -2.455 4.973
H26 3.020 -3.391 5.284
H27 3.086 1.549 -2.211
C22 1.831 3.857 -2.307
H28 2.078 -6.427 2.381
H29 0.992 -1.663 6.955
C23 2.548 1.025 -2.996
C24 1.916 -4.380 2.951
C25 -0.094 -1.600 -0.554
O3 -0.358 -0.392 -0.927
C26 0.724 -1.539 5.913
C27 0.747 -2.262 3.626

#Q (0.050 eV below the next structure)